DFT (wB97M-V/def2-TZVPD) results for a gas-phase ion, C5H8N2 (charge +2) in a non-equilibrium geometry.

Lowest unoccupied orbital energy: -11.0807 eV
HOMO: -20.17 eV
Frontier orbital gap: 9.09 eV
Relative energy (zero: lowest compared OMol25 entry of this formula, charge and spin): 61.1 kcal per mole
Total energy: -303.96908 Ha
Charge: +2

Atoms and positions in Å:
C (0.09, -0.76, -0.55)
C (1.11, 1.36, 0.15)
C (-1.02, -0.61, 0.11)
C (1.96, 0.19, -1.61)
C (-2.13, -0.74, 0.87)
N (0.35, 1.45, 1.11)
N (1.15, 0.16, -0.62)
H (0.00, -1.71, -1.22)
H (1.71, 2.24, -0.24)
H (2.55, 1.09, -1.61)
H (2.10, -0.70, -2.23)
H (-2.97, -1.24, 0.44)
H (-2.65, 0.31, 0.91)
H (-2.11, -1.17, 1.91)
H (0.10, 2.27, 1.62)



DFT (wB97M-V/def2-TZVPD) results for a molecular structure, C5H7NO.

Lowest unoccupied orbital energy: 0.2451 eV
HOMO: -8.43 eV
Frontier orbital gap: 8.67 eV
Relative energy (zero: lowest compared OMol25 entry of this formula, charge and spin): 117.8 kcal per mole
Total energy: -324.53672 Ha
Charge: 0

Atoms and positions in Å:
C (-1.85, 0.06, 0.16)
C (-0.37, 0.07, 0.02)
N (0.45, -1.24, 0.29)
C (0.72, 0.58, 0.82)
C (1.73, 0.76, -0.15)
C (0.59, -0.44, -1.00)
O (0.58, -0.82, -2.16)
H (-2.25, 1.06, -0.03)
H (-2.15, -0.24, 1.17)
H (-2.28, -0.62, -0.57)
H (-0.26, -1.98, 0.29)
H (0.76, 0.58, 1.91)
H (2.78, 0.67, 0.13)
H (1.54, 1.56, -0.87)



DFT (wB97M-V/def2-TZVPD) results for a gas-phase ion, C5H8Cl3N2OS (charge +1) in a non-equilibrium geometry.

Lowest unoccupied orbital energy: -4.0070 eV
HOMO: -13.15 eV
Frontier orbital gap: 9.14 eV
Relative energy (zero: lowest compared OMol25 entry of this formula, charge and spin): 4.7 kcal per mole
Total energy: -2158.51208 Ha
Charge: +1

Atoms and positions in Å:
C (2.26, -0.53, -0.74)
C (0.89, -1.02, 1.10)
C (-1.44, -0.37, -0.78)
C (-0.85, 0.48, 0.36)
C (1.47, -1.87, 2.36)
N (1.97, -0.31, 0.52)
N (1.70, -1.58, -1.22)
O (-0.11, -0.21, 1.47)
S (0.69, -2.40, -0.13)
Cl (1.75, -0.88, 3.81)
Cl (0.36, -3.31, 2.67)
Cl (2.92, -2.69, 1.70)
H (3.17, -0.03, -1.18)
H (-0.73, -0.80, -1.55)
H (-2.11, -1.24, -0.39)
H (-2.09, 0.16, -1.53)
H (-1.66, 0.99, 0.91)
H (-0.06, 1.17, -0.01)
H (2.15, 0.65, 0.89)
H (1.52, -1.75, -2.23)



DFT (wB97M-V/def2-TZVPD) results for a molecular structure, C2H3IN4 in a non-equilibrium geometry.

Lowest unoccupied orbital energy (spin up / spin down): 0.2982 / -2.8187 eV
HOMO (spin up / spin down): -5.90 / -8.81 eV
⟨S²⟩: 2.02
Frontier orbital gap (spin up / spin down): 6.20 / 5.99 eV
Relative energy (zero: lowest compared OMol25 entry of this formula, charge and spin): 75.4 kcal per mole
Total energy: -594.48659 Ha
Charge: 0
Spin multiplicity: 3

Atoms and positions in Å:
C (-0.69, 0.06, 0.86)
C (0.43, -0.92, 0.73)
N (-1.03, 0.77, -0.15)
N (1.47, -0.18, 0.04)
N (1.35, 0.48, -0.90)
N (-0.47, 0.57, -1.31)
I (-0.87, 1.94, -2.78)
H (-1.12, 0.31, 1.81)
H (0.81, -1.33, 1.66)
H (0.12, -1.71, 0.03)



DFT (wB97M-V/def2-TZVPD) results for 5 unconnected molecules or ions with the total composition H10O5.

Lowest unoccupied orbital energy: -0.1233 eV
HOMO: -10.81 eV
Frontier orbital gap: 10.69 eV
Relative energy (zero: lowest compared OMol25 entry of this formula, charge and spin): 26.5 kcal per mole
Total energy: -382.18198 Ha
Charge: 0

Atoms and positions in Å:
O (-0.55, -0.20, -0.50)
H (-0.12, -0.07, 0.36)
H (0.00, -0.85, -0.95)
O (2.76, 1.48, 0.08)
H (2.35, 0.91, -0.59)
H (3.42, 0.92, 0.50)
O (2.40, -1.06, -1.20)
H (2.22, -1.38, -2.09)
H (2.96, -1.74, -0.81)
O (-2.39, -0.31, 3.12)
H (-1.74, -0.88, 2.70)
H (-2.89, 0.08, 2.39)
O (-2.79, 1.30, -1.30)
H (-2.13, 0.61, -1.09)
H (-3.48, 1.20, -0.63)



DFT (wB97M-V/def2-TZVPD) results for C5H10O2 in the gas phase.

Lowest unoccupied orbital energy: 0.9074 eV
HOMO: -9.89 eV
Frontier orbital gap: 10.79 eV
Relative energy (zero: lowest compared OMol25 entry of this formula, charge and spin): 52.1 kcal per mole
Total energy: -346.94241 Ha
Charge: 0

Atoms and positions in Å:
C (-2.10, 0.53, 0.09)
O (-1.12, 1.54, -0.07)
C (0.18, 1.15, 0.31)
C (0.72, -0.01, -0.55)
C (2.10, -0.47, -0.08)
C (-0.17, -1.25, -0.46)
O (-0.20, -1.97, 0.51)
H (-1.69, -0.41, 0.45)
H (-2.59, 0.36, -0.88)
H (-2.84, 0.81, 0.84)
H (0.22, 0.87, 1.38)
H (0.81, 2.03, 0.17)
H (0.74, 0.34, -1.59)
H (2.45, -1.29, -0.72)
H (2.83, 0.34, -0.10)
H (2.01, -0.87, 0.93)
H (-0.78, -1.49, -1.36)